*w*
Computed, not measured: a single C3H6N2O2 molecule, with the ωB97M-V functional and the def2-TZVPD basis.

Structure (XYZ):
```
13
Properties=species:S:1:pos:R:3
C 0.68833 1.56503 0.66882
C 0.30929 0.13095 0.66022
O 0.32514 -0.70889 1.72985
N -0.99221 -0.48076 0.87537
C -0.27675 -0.81042 -0.37175
N -0.75814 -0.21897 -1.55086
O 0.20551 -2.07920 -0.54215
H 0.26031 2.05953 -0.19912
H 0.32077 2.03243 1.58210
H 1.77369 1.65182 0.63564
H -1.71877 0.09278 -1.46095
H -0.69920 -0.85627 -2.33701
H 0.56204 -2.37802 0.30984
```

- SMILES: C[C@@]12ON1[C@]2(N)O
- Frontier orbital gap: 10.17 eV
- Lowest unoccupied orbital energy: 0.9 eV

Need the Löwdin charges? In units of e they are: number 1, C, carries 0.01; number 2, C, carries -0.48; number 3, O, carries 0.04; number 4, N, carries 0.21; number 5, C, carries -0.56; number 6, N, carries 0.15; number 7, O, carries 0.07; number 8, H, carries 0.08; number 9, H, carries 0.09; number 10, H, carries 0.09; number 11, H, carries 0.10; number 12, H, carries 0.10; number 13, H, carries 0.11

*x*
Computed, not measured: a single C3H6N2O2 molecule, with the ωB97M-V functional and the def2-TZVPD basis.

Structure (XYZ):
```
13
Properties=species:S:1:pos:R:3
H 2.21879 0.84844 -1.02974
N 1.34602 0.57034 -1.47576
C 0.69850 -0.17110 -0.68660
N -0.57995 -0.66740 -1.02211
C -1.73314 0.06130 -1.16805
O -2.83278 -0.44483 -1.24598
O 1.14929 -0.61020 0.52531
C 0.31216 -0.23682 1.62887
H -0.71129 -1.66873 -1.01268
H -1.55834 1.14736 -1.16663
H 0.40214 -1.00217 2.40013
H -0.73909 -0.15361 1.32758
H 0.65599 0.72347 2.02827
```

- SMILES: [H]/N=C(/NC=O)OC
- Frontier orbital gap: 11.07 eV
- Lowest unoccupied orbital energy: 0.7 eV

Need the Löwdin charges? In units of e they are: number 1, H, carries 0.07; number 2, N, carries 0.20; number 3, C, carries -0.51; number 4, N, carries 0.10; number 5, C, carries -0.34; number 6, O, carries 0.03; number 7, O, carries -0.07; number 8, C, carries -0.05; number 9, H, carries 0.16; number 10, H, carries 0.14; number 11, H, carries 0.09; number 12, H, carries 0.08; number 13, H, carries 0.09

Structures ranked by computed energy, the most stable listed first: *x*, *w*.

*w*
Computed, not measured: a single C3H6N2O2 molecule, with the ωB97M-V functional and the def2-TZVPD basis.

Structure (XYZ):
```
13
Properties=species:S:1:pos:R:3
N -1.13075 0.78723 -1.64028
C -1.11706 0.82528 -0.27660
O -1.69566 1.71500 0.33706
N -0.37042 -0.07905 0.40732
C 0.35046 -1.19033 -0.12301
C 1.72229 -1.32788 0.47140
O 2.19964 -0.53902 1.24422
H -1.86558 1.27215 -2.11745
H -0.37497 0.39532 -2.16992
H -0.45259 0.02589 1.40456
H 0.49539 -1.10911 -1.20735
H -0.15947 -2.16416 -0.05960
H 2.40676 -2.13838 0.15565
```

- SMILES: NC(=O)NCC=O
- Frontier orbital gap: 10.35 eV
- Lowest unoccupied orbital energy: 0.6 eV

Need the Löwdin charges? In units of e they are: number 1, N, carries 0.16; number 2, C, carries -0.62; number 3, O, carries 0.03; number 4, N, carries 0.07; number 5, C, carries -0.17; number 6, C, carries -0.24; number 7, O, carries 0.06; number 8, H, carries 0.10; number 9, H, carries 0.08; number 10, H, carries 0.15; number 11, H, carries 0.12; number 12, H, carries 0.13; number 13, H, carries 0.12

*x*
Computed, not measured: 2 unconnected molecules or ions with the total composition C3H6N2O2, with the ωB97M-V functional and the def2-TZVPD basis.

Structure (XYZ):
```
13
Properties=species:S:1:pos:R:3
C -3.22648 0.18914 0.21118
C 0.02044 -0.44194 -0.10760
C 3.24243 0.34760 -0.15029
H -3.88738 -0.71154 -0.01114
H -3.77314 1.31612 0.97815
H 0.24900 -0.91338 0.73840
H -0.20628 -1.38432 -0.79268
H 3.12344 1.60156 -0.40831
H 4.09550 -0.23776 0.16635
N -2.00414 -0.25545 -0.48995
N 2.26255 -0.48868 0.24707
O -0.96744 0.55399 -0.19628
O 1.07151 0.42467 -0.18489
```

- Frontier orbital gap: 9.85 eV
- Lowest unoccupied orbital energy: 0.6 eV

Need the Löwdin charges? In units of e they are: number 1, C, carries 0.00; number 2, C, carries -0.35; number 3, C, carries -0.02; number 4, H, carries 0.03; number 5, H, carries 0.19; number 6, H, carries 0.06; number 7, H, carries 0.16; number 8, H, carries 0.18; number 9, H, carries 0.05; number 10, N, carries -0.07; number 11, N, carries 0.07; number 12, O, carries -0.13; number 13, O, carries -0.16

*y*
Computed, not measured: a single C3H6N2O2 molecule, with the ωB97M-V functional and the def2-TZVPD basis.

Structure (XYZ):
```
13
Properties=species:S:1:pos:R:3
C -1.78319 -0.06374 -0.20288
N -0.55009 -0.28832 0.58526
C 0.03040 1.20893 0.03989
N 1.22201 1.44825 -0.17224
O 2.07604 0.40833 -0.02139
C 1.62225 -0.99374 0.06740
O 0.37482 -1.09943 -0.47429
H -1.59153 0.33344 -1.17650
H -2.43584 -0.98354 0.08449
H -2.11073 0.93046 0.23335
H -0.62844 2.05299 0.09366
H 2.39007 -1.63165 -0.30745
H 1.38424 -1.32199 1.25069
```

- SMILES: CN1C=NOCO1
- Frontier orbital gap: 10.60 eV
- Lowest unoccupied orbital energy: 0.9 eV

Need the Löwdin charges? In units of e they are: number 1, C, carries -0.14; number 2, N, carries 0.02; number 3, C, carries -0.13; number 4, N, carries 0.05; number 5, O, carries -0.12; number 6, C, carries -0.23; number 7, O, carries -0.13; number 8, H, carries 0.07; number 9, H, carries 0.13; number 10, H, carries 0.08; number 11, H, carries 0.11; number 12, H, carries 0.12; number 13, H, carries 0.17

*z*
Computed, not measured: a single C3H6N2O2 molecule, with the ωB97M-V functional and the def2-TZVPD basis.

Structure (XYZ):
```
13
Properties=species:S:1:pos:R:3
C 0.58071 -1.68370 0.43722
N -0.07376 -0.75729 1.35663
O 0.69198 0.50137 1.44587
C -0.54062 0.49532 0.82367
C -0.66361 0.72848 -0.63675
N 0.22761 1.36435 -1.35085
O 0.37320 2.54817 -0.67110
H 1.31241 -2.24896 1.01261
H 1.07915 -1.19096 -0.40207
H -0.18330 -2.37482 0.07479
H -1.36479 0.93066 1.39304
H -1.49044 0.21870 -1.12861
H 0.05146 1.46868 -2.35447
```

- SMILES: CN1O[C@H]1/C=[NH+]\[O-]
- Frontier orbital gap (alpha / beta): 8.63 / 7.79 eV
- Lowest unoccupied orbital energy (alpha / beta): -0.5 / -0.6 eV

Need the Löwdin charges? In units of e they are: number 1, C, carries -0.08; number 2, N, carries -0.04; number 3, O, carries 0.01; number 4, C, carries -0.34; number 5, C, carries -0.04; number 6, N, carries -0.05; number 7, O, carries -0.16; number 8, H, carries 0.08; number 9, H, carries 0.08; number 10, H, carries 0.09; number 11, H, carries 0.15; number 12, H, carries 0.13; number 13, H, carries 0.16

Structures ranked by computed energy, the most stable listed first: *w*, *y*, *z*, *x*.

*w*
Computed, not measured: a single C3H6N2O2 molecule, with the ωB97M-V functional and the def2-TZVPD basis.

Structure (XYZ):
```
13
Properties=species:S:1:pos:R:3
N 1.08489 -1.01886 1.05581
C 0.19236 -0.27318 0.27391
O -1.20734 -0.31943 0.64553
C 0.40587 1.24771 0.18406
O -0.79695 1.55736 -0.53798
C -1.30521 0.25974 -0.67109
N -0.16917 -0.53066 -1.16797
H 0.84429 -2.00155 1.11537
H 2.03439 -0.91923 0.71292
H 1.28873 1.52592 -0.39689
H 0.40294 1.72441 1.16679
H -2.27567 0.24387 -1.15929
H -0.49914 -1.49610 -1.22118
```

- Frontier orbital gap: 10.57 eV
- Lowest unoccupied orbital energy: 0.9 eV

Need the Löwdin charges? In units of e they are: number 1, N, carries 0.15; number 2, C, carries -0.56; number 3, O, carries 0.03; number 4, C, carries -0.08; number 5, O, carries -0.04; number 6, C, carries -0.35; number 7, N, carries 0.13; number 8, H, carries 0.09; number 9, H, carries 0.10; number 10, H, carries 0.13; number 11, H, carries 0.13; number 12, H, carries 0.17; number 13, H, carries 0.11

*x*
Computed, not measured: a molecular structure, C3H6N2O2, with the ωB97M-V functional and the def2-TZVPD basis.

Structure (XYZ):
```
13
Properties=species:S:1:pos:R:3
C -1.54431 -0.30984 -1.32492
N 0.84521 0.63169 1.01793
C 0.30000 -0.45779 0.43381
C -0.11138 -0.01019 -1.00530
O 1.24153 0.20149 2.68939
N 0.69373 0.46032 -1.85975
O 0.12062 -1.59402 0.80996
H 2.06417 0.71353 2.74116
H 0.47228 0.90628 2.14757
H 1.62232 0.61576 -1.46705
H -1.75147 -1.36615 -1.14474
H -2.20739 0.26660 -0.67361
H -1.74531 -0.05767 -2.36446
```

- Frontier orbital gap: 8.83 eV
- Lowest unoccupied orbital energy: -0.8 eV

Need the Löwdin charges? In units of e they are: number 1, C, carries -0.04; number 2, N, carries 0.16; number 3, C, carries -0.52; number 4, C, carries -0.35; number 5, O, carries -0.02; number 6, N, carries 0.16; number 7, O, carries 0.09; number 8, H, carries 0.09; number 9, H, carries 0.11; number 10, H, carries 0.06; number 11, H, carries 0.09; number 12, H, carries 0.09; number 13, H, carries 0.08

Structures ranked by computed energy, the most stable listed first: *w*, *x*.